1.
67
Properties=species:S:1:pos:R:3:mulliken_charge:R:1 method="wB97M-V/def2-TZVPD" fmax_ev_per_a=0.4 charge=+2 orbital_gap_ev="5.073 / 5.240" e_homo_ev="-13.054 / -13.058" lumo_ha="-0.293 / -0.287" energy_ev=-54658.9004
Sn 0.00922 0.16960 -0.17691 0.905
C 1.23908 3.26552 0.26729 -1.352
N 0.32442 2.51291 1.13989 0.834
C -0.94859 3.27047 1.30706 -1.029
C -2.18841 2.39456 1.28826 -0.645
C -2.64050 1.98730 -0.11925 -0.804
N -2.27191 0.59951 -0.43748 0.274
C -3.21259 -0.17576 -0.80095 -0.575
C -3.14320 -1.59151 -1.17587 0.843
C -4.33129 -2.26172 -1.32011 -0.606
C -4.36679 -3.61664 -1.69772 -0.636
C -3.18264 -4.32322 -1.95747 -0.551
C -1.97729 -3.69082 -1.84635 -0.584
C -1.90379 -2.30027 -1.45683 0.485
O -0.79379 -1.72640 -1.40981 -0.396
C 0.92169 2.32757 2.49063 -1.090
C 2.36347 1.83341 2.58009 -0.860
C 2.70563 0.51471 1.88487 -0.776
N 1.58491 -0.39724 1.98305 0.102
C 1.58284 -1.31720 2.84407 -0.651
C 0.44167 -2.22462 3.03134 0.956
C 0.58387 -3.26853 3.90878 -0.721
C -0.46417 -4.16602 4.17240 -0.651
C -1.71259 -4.01389 3.54792 -0.645
C -1.90315 -2.98731 2.67235 -0.468
C -0.84465 -2.04611 2.35928 0.063
O -1.10200 -1.12707 1.54003 0.045
H 1.50860 4.23339 0.70384 0.336
H 0.76167 3.42817 -0.69837 0.452
H 2.15357 2.69686 0.09534 0.345
H -1.01347 4.01608 0.51319 0.496
H -0.90902 3.83049 2.24458 0.399
H -3.00493 2.93359 1.77025 0.492
H -2.02761 1.50211 1.90275 0.195
H -2.16399 2.61689 -0.87548 0.314
H -3.71924 2.10666 -0.23297 0.496
H -4.22520 0.23297 -0.83592 0.283
H -5.26606 -1.74149 -1.14861 0.455
H -5.32204 -4.11319 -1.79967 0.457
H -3.23096 -5.36106 -2.25733 0.465
H -1.03991 -4.18852 -2.05462 0.504
H 0.26021 1.66385 3.05154 0.417
H 0.89680 3.29633 3.00334 0.424
H 2.56236 1.72164 3.64870 0.394
H 3.05301 2.60438 2.23261 0.404
H 3.62262 0.08968 2.30420 0.642
H 2.88603 0.68267 0.81806 -0.028
H 2.43696 -1.49662 3.50827 0.329
H 1.52914 -3.40478 4.42009 0.444
H -0.30715 -4.97796 4.86927 0.431
H -2.51209 -4.70718 3.77008 0.459
H -2.84827 -2.82188 2.17184 0.500
S -0.36203 1.38540 -2.76574 -0.452
C 1.26816 1.27312 -3.27280 0.363
N 1.88941 0.09011 -3.29767 0.040
C 3.22275 -0.11940 -3.86190 -0.640
C 4.05107 1.13557 -3.65613 -0.523
C 3.30346 2.33798 -4.20436 -0.624
N 1.94296 2.35168 -3.66381 -0.128
H 1.30074 -0.70193 -3.09344 0.118
H 3.13529 -0.35622 -4.92507 0.330
H 3.67194 -0.97615 -3.36353 0.397
H 5.00929 1.03487 -4.16276 0.365
H 4.25365 1.27632 -2.59225 0.216
H 3.26417 2.30978 -5.29540 0.323
H 3.78802 3.26770 -3.91231 0.378
H 1.41062 3.20686 -3.67634 0.266

2.
124
Properties=species:S:1:pos:R:3:mulliken_spin:R:1 method="wB97M-V/def2-TZVPD" fmax_ev_per_a=12.0 spin_multiplicity=4 orbital_gap_ev="7.888 / 5.435" e_homo_ev="-9.495 / -8.991" lumo_ha="-0.059 / -0.131" energy_ev=-216690.5668
Ni -8.19836 -16.61410 3.56923 1.775
N -9.99840 -15.77624 3.70695 0.019
S -11.43936 -16.12788 3.31889 -0.012
O -11.75484 -16.22357 1.87096 -0.001
O -12.57506 -15.78510 4.19661 0.012
F -11.39695 -17.72764 3.53835 0.000
S -10.35408 -14.07671 3.67128 0.002
O -10.57249 -13.46959 4.98726 0.003
O -10.94868 -13.48915 2.51182 0.001
F -8.79391 -13.61643 3.46354 0.000
C -9.54181 -18.09167 -0.13438 0.170
C -8.83005 -17.54569 0.97726 -0.125
C -8.11111 -16.07644 0.80286 0.130
O -7.76601 -15.49765 1.87266 0.195
C -7.94653 -15.56786 -0.52976 0.186
C -8.57025 -16.21776 -1.55823 0.042
C -9.41408 -17.49439 -1.33639 -0.103
O -10.06570 -18.00978 -2.33393 0.151
O -8.59428 -15.60832 -2.71956 0.486
O -8.82597 -17.91676 2.17607 0.065
H -9.99899 -19.06947 -0.09856 0.010
H -7.39042 -14.66184 -0.72021 -0.014
C -15.26517 -21.01827 -3.69498 0.000
O -14.11862 -20.23444 -4.21937 0.000
P -14.09841 -18.63332 -4.14041 0.000
O -12.87970 -17.90545 -4.50755 0.000
O -15.45511 -18.26212 -4.99500 0.000
C -15.95291 -16.96266 -4.77216 0.000
O -14.60732 -18.42648 -2.55651 0.000
C -13.90654 -17.62283 -1.67257 -0.001
H -14.99457 -21.32584 -2.68489 0.000
H -15.51981 -21.94026 -4.21766 0.000
H -16.17991 -20.42932 -3.62794 0.000
H -15.44643 -16.24357 -5.41597 0.000
H -15.87865 -16.70536 -3.71557 0.000
H -16.96141 -17.00796 -5.18322 0.000
H -13.74263 -18.13961 -0.72696 0.001
H -14.55254 -16.80526 -1.35260 0.000
H -12.89074 -17.43181 -2.01864 0.000
C -5.23539 -19.60366 -5.83083 0.000
O -5.16321 -18.91603 -4.59860 0.000
P -6.46774 -18.16862 -3.88983 -0.005
O -7.80077 -18.18980 -4.59740 0.001
O -6.65600 -19.02058 -2.46566 0.004
C -7.67540 -19.98803 -2.46496 0.004
O -5.79979 -16.79657 -3.39774 0.002
C -4.61842 -16.56535 -2.72857 0.001
H -4.50627 -20.41253 -5.78371 0.000
H -4.94550 -18.94842 -6.65225 0.000
H -6.23202 -20.02326 -5.96785 0.000
H -8.10045 -20.27398 -1.50285 -0.001
H -7.09672 -20.86526 -2.75426 0.000
H -8.39586 -19.93644 -3.28129 0.000
H -3.87177 -15.85837 -3.09023 0.000
H -3.96812 -17.38730 -2.42924 0.001
H -4.92904 -16.18692 -1.75470 0.000
C -5.29203 -13.33205 2.09952 -0.001
O -6.44988 -12.87792 1.35680 -0.001
P -6.96034 -11.34104 1.34291 -0.001
O -5.84561 -10.47294 0.95844 0.000
O -7.68058 -11.03849 2.81797 0.000
C -8.31766 -9.83173 3.04743 0.000
O -8.21737 -11.28756 0.28431 0.000
C -9.02465 -12.41308 0.19389 0.001
H -5.40323 -12.90505 3.09622 0.000
H -4.32360 -13.01087 1.71598 0.000
H -5.12041 -14.38307 2.33189 0.001
H -9.36822 -9.98432 3.29466 0.000
H -8.17928 -9.22240 2.15431 0.000
H -7.74882 -9.44910 3.89485 0.000
H -10.09030 -12.18429 0.20582 0.001
H -8.91643 -13.08248 1.04728 0.004
H -8.77410 -12.92073 -0.73757 -0.006
C -10.96433 -20.22479 2.23180 -0.002
O -11.97482 -21.19540 2.41912 0.000
P -13.31589 -21.17464 1.50216 0.000
O -14.19989 -19.96082 1.55796 0.000
O -14.16451 -22.50868 1.91848 0.000
C -13.56258 -23.86994 1.98446 0.000
O -12.78812 -21.66086 0.03067 0.000
C -12.16225 -20.81982 -0.80905 -0.001
H -11.29791 -19.23069 1.93420 0.001
H -10.22699 -20.63762 1.54332 -0.001
H -10.57089 -20.13845 3.24465 0.000
H -14.36086 -24.61118 2.02223 0.000
H -13.05145 -24.18811 2.89310 0.000
H -12.86787 -24.18767 1.20694 0.000
H -12.34549 -19.76808 -0.58912 -0.001
H -12.49158 -21.10533 -1.80811 0.000
H -11.07497 -20.89454 -0.82745 0.001
C -7.67008 -20.66622 3.92883 -0.002
O -6.32030 -20.20058 3.86094 0.000
P -5.69759 -18.92487 3.10476 0.002
O -6.35088 -17.71584 3.51019 0.001
O -5.63383 -19.38232 1.54167 -0.002
C -5.52925 -18.48905 0.50420 -0.013
O -4.08549 -18.75669 3.59951 0.000
C -3.10405 -19.86027 3.48676 0.000
H -7.93468 -20.58013 4.98272 0.000
H -7.77353 -21.71233 3.64065 0.000
H -8.20184 -19.92915 3.32711 0.004
H -4.52506 -18.56584 0.08731 -0.001
H -5.70927 -17.46253 0.82349 0.007
H -6.31159 -18.81128 -0.18298 0.007
H -2.74829 -19.95159 2.46050 0.000
H -3.53405 -20.83335 3.72405 0.000
H -2.22982 -19.83263 4.13718 0.000
C -6.09310 -13.61474 -4.59206 -0.001
O -5.72043 -14.77137 -5.31519 0.000
P -6.60786 -15.23260 -6.57474 0.000
O -7.93620 -15.80248 -6.19312 0.000
O -6.70480 -13.93362 -7.54382 0.000
C -7.25823 -14.03645 -8.78614 0.000
O -5.72670 -16.36019 -7.39797 0.000
C -4.84698 -16.12978 -8.48155 0.000
H -6.85783 -13.97075 -3.90173 0.000
H -6.49451 -12.81447 -5.21378 0.000
H -5.17124 -13.33243 -4.08356 0.000
H -8.12591 -13.41030 -8.99390 0.000
H -7.46214 -15.09059 -8.97408 0.000
H -6.48160 -13.72019 -9.48251 0.000
H -5.11953 -16.60622 -9.42326 0.000
H -3.87103 -16.56796 -8.27268 0.000
H -4.54616 -15.08888 -8.60043 0.000

3.
60
Properties=species:S:1:pos:R:3:mulliken_spin:R:1 method="wB97M-V/def2-TZVPD" relative_energy_kj_mol=101.24 fmax_ev_per_a=8.4 charge=+1 spin_multiplicity=5 orbital_gap_ev="6.812 / 5.961" e_homo_ev="-9.638 / -10.960" lumo_ha="-0.104 / -0.184" energy_ev=-62770.7174
C 0.20569 -3.51898 0.59298 0.194
C 1.10597 -2.67790 -0.17846 0.062
C 2.26580 -2.41238 0.64913 0.192
H 0.94591 -2.34615 -1.19994 -0.031
C 2.08205 -3.06034 1.92735 0.056
C 0.80961 -3.75256 1.89655 0.206
H 0.37651 -4.35366 2.68892 0.036
H -0.72981 -3.92152 0.22440 0.027
H 3.16281 -1.89674 0.31864 0.019
H 2.80235 -3.06056 2.74472 0.024
Ir 0.55937 -1.71381 1.53498 1.827
C -1.98069 1.54043 -1.29850 0.165
H -2.31127 1.21458 -0.30706 -0.026
H -2.03719 2.61655 -1.39920 0.005
H -2.55084 1.02117 -2.07018 0.000
Si 0.07205 0.92754 -1.62412 0.720
C 0.20727 2.08286 -3.15801 0.008
C 0.70814 1.64753 -4.40216 0.011
H 1.11324 0.63766 -4.49731 -0.002
C 0.71030 2.50724 -5.51489 0.009
H 1.11322 2.15883 -6.46938 0.000
C 0.22524 3.81714 -5.40462 0.002
H 0.22598 4.48613 -6.26820 0.000
C -0.22296 4.27577 -4.16215 0.000
H -0.57262 5.30540 -4.04769 0.000
C -0.20615 3.42775 -3.04719 0.052
H -0.54048 3.81959 -2.08437 0.007
C 1.83846 1.21287 -0.98859 0.133
C 2.90348 1.77397 -1.74102 0.019
H 2.67171 2.33112 -2.65083 0.004
C 4.23802 1.61002 -1.35139 -0.011
H 5.04210 1.99722 -1.97493 0.001
C 4.55680 0.96129 -0.16381 0.047
H 5.58870 0.80387 0.14901 0.002
C 3.51266 0.52801 0.65090 -0.041
H 3.75260 0.06224 1.60516 -0.010
C 2.19396 0.64508 0.24021 -0.057
H 1.37288 0.20365 0.85921 0.097
H -4.32049 2.09656 0.34682 0.002
H -4.50478 2.09089 -0.37805 -0.001
C -2.71092 -5.12424 1.96700 0.001
C -3.01086 -3.67433 1.96521 0.003
N -2.19175 -2.70555 2.23427 0.056
C -2.78457 -1.45507 2.14500 0.025
C -4.14809 -1.52283 1.87183 0.002
S -4.68519 -3.12914 1.66737 0.010
C -2.03207 -0.25096 2.44990 -0.026
C -2.56437 0.94417 2.90197 -0.015
S -1.37040 2.10281 3.31564 0.018
C -0.12666 0.92261 2.93043 0.026
N -0.62209 -0.19629 2.41834 0.126
C 1.29261 1.18782 3.27430 0.033
H -3.26087 -5.60394 2.78755 0.000
H -3.04299 -5.56539 1.01686 0.000
H -1.63924 -5.27325 2.10723 0.001
H -4.78837 -0.64984 1.81245 -0.001
H -3.63061 1.10841 2.98609 0.000
H 1.71710 1.90401 2.55649 0.003
H 1.33202 1.63062 4.28048 0.007
H 1.88170 0.26199 3.26462 -0.017